The following is a DFT calculation (ωB97M-V/def2-TZVPD) of an isolated molecule of C3H3N3O2 at a distorted geometry.

Calculated values
LUMO energy = 0.23 eV
SMILES = [H]/N=c1/ncoc(O)n1
maximum force = 5.48 eV/A
relative energy (zero: lowest compared OMol25 entry of this formula, charge and spin) = 300.9 kJ/mol
HOMO energy = -9.905 eV
E_tot = -11722.838 eV

```
! wB97M-V def2-TZVPD RIJCOSX def2/J DEFGRID3
* xyz 0 1
H 0.13053 2.51591 -1.31296
N -0.18614 1.72820 -1.74413
C -0.23915 0.75649 -0.90731
N -0.73292 -0.39652 -1.34591
C -0.67280 -1.38469 -0.67140
O 0.02920 -1.63107 0.62486
C 0.25063 -0.33429 1.13396
O 0.91128 -0.30002 2.29498
N -0.00406 0.86125 0.57077
H -0.77680 -2.33635 -1.08726
H 1.29024 0.52110 2.44441
*
```

---

The following is a DFT calculation (ωB97M-V/def2-TZVPD) of an isolated molecule of C3H3N3O2 at a distorted geometry.

Calculated values
LUMO energy = 0.26 eV
SMILES = C=NO/C(C#N)=N\O
maximum force = 2.29 eV/A
relative energy (zero: lowest compared OMol25 entry of this formula, charge and spin) = 572.5 kJ/mol
HOMO energy = -10.492 eV
E_tot = -11720.024 eV

```
! wB97M-V def2-TZVPD RIJCOSX def2/J DEFGRID3
* xyz 0 1
C -0.24979 2.26427 -0.40046
N -0.64713 1.07399 -0.27951
O 0.21806 0.37206 0.55693
C 0.00621 -0.92481 0.55079
C -0.49894 -1.50861 1.72729
N -0.99895 -1.97427 2.64527
N 0.31863 -1.75207 -0.35193
O 0.94586 -1.15764 -1.48573
H -0.76755 3.03029 -0.99991
H 0.68435 2.49654 0.08003
H 0.98925 -1.91975 -2.04277
*
```

---

The following is a DFT calculation (ωB97M-V/def2-TZVPD) of an isolated molecule of C3H3N3O2 at a distorted geometry.

Calculated values
LUMO energy = -0.43 eV
SMILES = [H]/N=C(\N)OC(=O)C#N
maximum force = 10.18 eV/A
relative energy (zero: lowest compared OMol25 entry of this formula, charge and spin) = 364.4 kJ/mol
HOMO energy = -10.234 eV
E_tot = -11722.180 eV

```
! wB97M-V def2-TZVPD RIJCOSX def2/J DEFGRID3
* xyz 0 1
H -2.35501 1.08499 -0.40107
N -1.36118 1.17649 -0.66561
C -0.87667 0.07248 -0.20943
N -1.57139 -0.87532 0.52297
O 0.38804 -0.16445 -0.70894
C 1.42700 0.56342 -0.03120
O 1.36505 1.42860 0.77499
C 2.86158 0.02985 -0.24730
N 4.00172 -0.50655 -0.17757
H -1.26476 -1.71810 0.87076
H -2.61437 -1.09141 0.27240
*
```